The following is a quantum chemistry calculation of a structure of composition C31H52O35S9 in a non-equilibrium geometry, from the OMol25 dataset.

Highest occupied orbital energy (eV): -9.828
Orbital gap (eV): 9.529
LUMO energy (eV): -0.3
Multiplicity: 1
E (eV): -202160.66162

CARTESIAN COORDINATES (ANGSTROEM)
1 C 3.17 29.50 17.84
2 C 3.86 30.25 19.05
3 O 5.26 30.18 18.80
4 S 5.52 29.88 17.26
5 O 6.75 29.26 17.13
6 O 5.23 31.05 16.50
7 O 4.24 28.93 17.11
8 H 2.58 30.24 17.29
9 H 2.46 28.74 18.12
10 H 3.53 29.86 20.01
11 H 3.59 31.31 18.98
12 C -2.22 26.84 10.49
13 C -1.08 26.69 9.46
14 O -0.58 28.00 9.20
15 S -1.13 29.08 10.27
16 O -1.51 30.24 9.60
17 O -0.27 29.16 11.38
18 O -2.45 28.25 10.57
19 H -2.01 26.48 11.50
20 H -3.13 26.34 10.15
21 H -1.43 26.24 8.53
22 H -0.29 26.05 9.87
23 C -1.81 32.63 11.84
24 C -2.66 33.85 11.61
25 O -2.36 34.19 10.23
26 S -0.90 33.71 9.80
27 O -0.08 34.85 9.81
28 O -0.98 32.92 8.64
29 O -0.62 32.78 11.09
30 H -2.21 31.67 11.52
31 H -1.63 32.60 12.92
32 H -2.24 34.70 12.16
33 H -3.72 33.75 11.81
34 C -5.51 29.55 10.38
35 C -6.64 29.25 11.37
36 O -6.10 29.43 12.68
37 S -4.77 30.35 12.62
38 O -3.65 29.58 12.97
39 O -4.94 31.56 13.28
40 O -4.78 30.57 11.04
41 H -5.96 29.99 9.50
42 H -4.93 28.68 10.08
43 H -6.99 28.23 11.31
44 H -7.48 29.91 11.14
45 C -2.97 30.98 20.52
46 C -2.53 32.29 21.17
47 O -1.25 32.06 21.80
48 S -1.05 30.48 22.01
49 O -1.81 30.12 23.14
50 O 0.29 30.13 21.90
51 O -1.79 30.10 20.65
52 H -3.17 30.98 19.45
53 H -3.75 30.40 21.02
54 H -3.21 32.59 21.98
55 H -2.43 33.16 20.53
56 C 1.77 33.07 15.11
57 C 2.58 34.25 15.70
58 O 2.14 35.39 15.00
59 S 1.03 35.03 13.86
60 O 1.70 34.71 12.67
61 O -0.05 35.92 13.81
62 O 0.58 33.73 14.64
63 H 1.34 32.29 15.75
64 H 2.27 32.55 14.29
65 H 3.61 34.04 15.41
66 H 2.50 34.25 16.78
67 C -2.61 36.35 17.59
68 C -1.23 36.07 17.01
69 O -1.33 34.71 16.64
70 S -2.79 34.32 16.12
71 O -3.30 33.20 16.80
72 O -2.77 34.31 14.71
73 O -3.49 35.66 16.72
74 H -2.85 37.40 17.52
75 H -2.62 35.91 18.59
76 H -0.43 36.28 17.72
77 H -1.00 36.64 16.11
78 C 1.83 23.39 15.35
79 C 0.96 24.63 15.74
80 O 0.29 24.26 16.98
81 S 0.97 22.93 17.60
82 O 0.03 22.08 18.18
83 O 2.13 23.29 18.31
84 O 1.39 22.35 16.17
85 H 2.88 23.70 15.50
86 H 1.79 23.18 14.29
87 H 0.10 24.66 15.06
88 H 1.51 25.56 15.83
89 O -3.53 24.98 17.80
90 S -4.93 25.24 17.72
91 O -5.72 25.50 18.88
92 O -5.18 26.45 16.72
93 C -4.10 27.33 16.41
94 C -4.28 28.60 17.19
95 C -5.69 23.94 16.79
96 H -3.99 27.57 15.35
97 H -3.09 26.95 16.60
98 H -4.38 28.40 18.26
99 H -5.13 29.20 16.86
100 H -3.42 29.26 17.04
101 H -5.63 23.03 17.38
102 H -5.06 23.84 15.91
103 H -6.73 24.14 16.59
104 C -0.80 29.07 15.26
105 C -1.06 30.41 15.54
106 C -0.88 30.87 16.82
107 C -0.51 30.05 17.88
108 C -0.35 28.69 17.62
109 C -0.58 28.24 16.35
110 H -0.92 28.69 14.25
111 H -1.30 31.09 14.74
112 H -1.02 31.94 16.97
113 H -0.31 30.46 18.86
114 H 0.12 28.07 18.38
115 H -0.44 27.19 16.08
116 C 2.83 25.23 11.92
117 C 3.86 26.00 12.43
118 C 3.57 27.05 13.28
119 C 2.25 27.41 13.51
120 C 1.19 26.66 13.00
121 C 1.51 25.56 12.21
122 H 3.05 24.38 11.27
123 H 4.89 25.71 12.26
124 H 4.33 27.73 13.62
125 H 2.02 28.28 14.13
126 H 0.13 26.86 13.09
127 H 0.69 25.02 11.75

=====

The following is a quantum chemistry calculation of a cluster of 2 separate species, C31H53BrCl2N6O3S2 in total in a non-equilibrium geometry, from the OMol25 dataset.

Net charge: +1
Highest occupied orbital energy (alpha / beta) (eV): -9.920 / -10.872
Orbital gap (alpha / beta) (eV): 6.383 / 7.335
LUMO energy (alpha / beta) (eV): -3.5 / -3.5
Multiplicity: 2
E (eV): -164839.06712

CARTESIAN COORDINATES (ANGSTROEM)
1 C 4.09 0.16 5.19
2 C 3.41 -0.47 4.01
3 O 2.32 -0.97 4.09
4 O 4.10 -0.41 2.87
5 C 4.03 -1.60 2.05
6 C 2.79 -1.65 1.15
7 C 1.91 -2.87 1.43
8 C 1.06 -3.27 0.24
9 C -0.02 -2.26 -0.14
10 C -0.72 -1.63 1.05
11 N -1.62 -0.57 0.53
12 C -2.37 0.08 1.53
13 N -2.86 -0.66 2.55
14 C -3.91 -1.61 2.09
15 C -4.72 -2.30 3.20
16 C -4.42 -3.80 3.24
17 S -2.74 -4.22 3.79
18 C -2.82 -3.56 5.45
19 S -3.45 -4.41 6.65
20 N -2.33 -2.25 5.65
21 C -1.05 -1.80 5.44
22 C -1.06 -0.47 5.78
23 N -2.32 -0.09 6.18
24 C -3.06 -1.18 6.10
25 N -2.60 1.36 1.35
26 C -3.46 2.16 2.24
27 C -2.74 3.24 3.05
28 C -1.38 2.85 3.63
29 Br -2.60 4.88 2.00
30 C -2.09 2.04 0.19
31 Cl -3.35 2.43 -0.90
32 C -0.81 2.31 -0.04
33 C 0.33 1.96 0.85
34 Cl -0.38 3.07 -1.50
35 H 3.33 0.64 5.79
36 H 4.57 -0.62 5.77
37 H 4.83 0.88 4.85
38 H 4.94 -1.60 1.46
39 H 4.05 -2.45 2.72
40 H 2.25 -0.72 1.29
41 H 3.14 -1.69 0.12
42 H 2.56 -3.71 1.71
43 H 1.32 -2.66 2.31
44 H 1.73 -3.39 -0.61
45 H 0.63 -4.25 0.42
46 H 0.33 -1.51 -0.85
47 H -0.80 -2.82 -0.66
48 H -0.02 -1.16 1.74
49 H -1.24 -2.42 1.58
50 H -2.30 -1.01 -0.09
51 H -3.08 -0.14 3.39
52 H -4.57 -1.12 1.37
53 H -3.40 -2.40 1.54
54 H -4.56 -1.84 4.16
55 H -5.76 -2.23 2.91
56 H -5.12 -4.33 3.87
57 H -4.49 -4.21 2.23
58 H -0.25 -2.42 5.09
59 H -0.21 0.19 5.74
60 H -4.10 -1.25 6.35
61 H -4.14 2.69 1.58
62 H -4.07 1.52 2.86
63 H -3.40 3.50 3.86
64 H -1.13 1.81 3.49
65 H -0.60 3.50 3.26
66 H -1.41 3.02 4.71
67 H 0.74 2.87 1.29
68 H 1.09 1.46 0.26
69 H 0.04 1.28 1.64
70 C 0.16 2.60 -5.55
71 C 1.03 1.41 -5.12
72 C 2.31 1.91 -4.45
73 C 3.29 2.54 -5.45
74 C 3.60 1.56 -6.58
75 C 2.36 1.01 -7.28
76 N 1.35 0.52 -6.28
77 O 1.67 -0.66 -5.86
78 C 1.75 2.09 -8.19
79 C 2.76 -0.14 -8.20
80 C 0.19 0.63 -4.12
81 H -0.22 3.11 -4.66
82 H 0.68 3.35 -6.12
83 H -0.70 2.26 -6.13
84 H 2.81 1.08 -3.95
85 H 2.04 2.64 -3.68
86 H 2.88 3.47 -5.85
87 H 4.21 2.81 -4.93
88 H 4.24 2.04 -7.32
89 H 4.18 0.73 -6.17
90 H 0.76 1.79 -8.54
91 H 2.38 2.22 -9.07
92 H 1.67 3.07 -7.73
93 H 3.30 -0.92 -7.67
94 H 3.42 0.25 -8.98
95 H 1.89 -0.58 -8.68
96 H -0.70 0.22 -4.59
97 H -0.12 1.30 -3.31
98 H 0.74 -0.20 -3.67

=====

Question: Number 2 is which compound?
Answer: C31H53BrCl2N6O3S2

=====

Question: The highest E belongs to which entry?
Answer: C31H53BrCl2N6O3S2

=====

Question: The highest E belongs to which entry?
Answer: C31H53BrCl2N6O3S2

=====

Question: The lowest E belongs to which entry?
Answer: C31H52O35S9